(1)
Here is an isolated molecule of FH6N4P at a distorted geometry from OMol25. Energies are from ωB97M-V with the def2-TZVPD basis set.

Each line ends with the Mulliken charge.
Positions of all 12 atoms, in Å:
N: 1.9451 0.6843 -0.7589  -0.63
N: -0.9189 -1.1502 1.2659  -0.54
N: 0.7061 0.7100 -0.1028  -0.26
N: -1.7377 -0.5534 0.3444  -0.36
F: -0.2506 -1.2530 -1.4595  -0.27
P: -0.7558 0.2221 -0.9835  0.30
H: 2.2399 -0.3299 -0.5716  0.28
H: 1.7788 0.6891 -1.7929  0.26
H: -0.7732 -2.1171 0.9814  0.28
H: 0.0285 -0.7055 1.1302  0.40
H: 0.3407 1.5799 0.2465  0.25
H: -2.2451 0.2848 0.8855  0.28

The energy above the lowest of the compared OMol25 structures with the same formula, charge and spin is 35.9 kJ/mol. As for the HOMO energy: -9.2 eV. For the frontier orbital gap, the calculation gives 9.8 eV. The LUMO energy is 0.6020 eV. As for the maximum force: 5.2 eV Å⁻¹. The calculation puts the molecular weight at 112.05 g mol⁻¹. As for the energy: -18062.5811 eV.



(2)
Here is a cluster of 2 separate species, C21H41BFN4O9P2Si in total at a distorted geometry from OMol25. Energies are from ωB97M-V with the def2-TZVPD basis set.

Each line ends with the Mulliken charge.
Positions of all 80 atoms, in Å:
C: 4.1176 -2.5703 2.6058  -1.02
C: 3.3138 -1.8992 1.3509  0.63
N: 1.8959 -1.7728 1.7931  0.05
C: 0.9629 -1.5611 0.6866  -1.54
C: 0.9640 -0.2019 -0.1000  1.25
C: 1.9765 0.9368 0.3386  0.02
O: 2.0628 1.1839 1.5723  -0.52
O: 2.7640 1.7406 -0.5303  -0.29
C: 3.9414 1.0535 -1.0020  0.43
C: 5.1724 1.1433 0.0524  -1.06
F: 3.6994 -0.2869 -1.4672  -0.28
C: -0.0806 -0.1026 -1.2454  0.24
C: -0.0909 1.2724 -2.0740  -0.83
C: -0.9726 2.4241 -1.3452  -0.46
O: -0.3992 2.8297 -0.0883  -0.21
Si: -1.3047 4.0886 0.6937  0.36
C: -1.9481 5.4554 -0.5038  -0.83
C: -0.0927 4.9373 1.9431  -0.96
C: -2.7319 3.3471 1.7325  -0.63
C: -1.0508 -1.2962 -1.5320  0.42
P: -2.2517 -0.9982 -2.9939  -0.17
P: -1.0894 -1.4169 -4.8221  1.03
O: 0.0898 -2.3795 -4.5557  -0.57
O: -0.3651 0.0133 -5.4697  -0.59
O: -2.0762 -2.0272 -6.0573  -0.52
N: -1.0383 -2.5425 -0.7666  0.36
C: -2.0106 -3.6677 -1.0519  -1.39
C: -1.3718 -4.8166 -2.0001  0.90
C: -0.6824 -6.1514 -1.4781  -0.91
N: -1.4697 -4.6450 -3.3116  -0.56
C: -0.0485 -2.6931 0.2984  0.04
B: 0.1115 -4.0651 1.1991  0.34
O: -1.0185 -4.5512 1.9742  -0.64
C: 1.4769 -4.9419 1.2969  -0.30
C: 1.7021 -5.3331 2.8708  -1.02
H: 4.3400 -3.6759 2.4497  0.15
H: 3.4237 -2.4936 3.5276  0.28
H: 5.0594 -1.9770 2.8846  0.36
H: 3.8176 -0.8865 1.1782  -0.69
H: 3.4784 -2.5701 0.4467  0.41
H: 1.7681 -1.1017 2.5609  0.40
H: 4.3053 1.6437 -1.9251  0.27
H: 5.5716 2.2249 0.0364  0.35
H: 5.9818 0.4527 -0.3555  0.33
H: 4.8529 0.9208 1.1253  0.30
H: -0.5148 1.1734 -3.1265  0.37
H: 0.9689 1.7149 -2.2014  0.28
H: -0.9662 3.3196 -2.0801  0.30
H: -2.0746 2.0862 -1.2754  0.24
H: -2.1191 6.3888 0.1526  0.22
H: -1.1615 5.7209 -1.2984  0.33
H: -2.9515 5.1723 -0.9835  0.28
H: 0.7810 5.3294 1.3168  0.28
H: 0.3340 4.0999 2.6064  0.25
H: -0.6120 5.7480 2.5572  0.32
H: -3.4854 2.7856 1.0697  0.28
H: -3.2379 4.2089 2.2922  0.03
H: -2.3054 2.6067 2.4987  0.26
H: -2.5871 0.4065 -3.0378  0.16
H: 0.6066 -0.0462 -5.2730  0.34
H: -2.0989 -1.4176 -6.8378  0.35
H: -2.4577 -4.0982 -0.0770  0.44
H: -2.9364 -3.2919 -1.6323  0.65
H: -0.5329 -6.8630 -2.3754  0.37
H: 0.3801 -5.8890 -1.1257  0.10
H: -1.2890 -6.7364 -0.7081  0.30
H: -1.9742 -3.7431 -3.4625  0.13
H: -1.3875 -3.7626 2.4310  0.36
H: 1.3273 -5.9601 0.7680  0.29
H: 2.3950 -4.4365 0.8488  0.28
H: 1.1680 -4.5955 3.5554  0.21
H: 1.2410 -6.3676 3.0734  0.32
H: 2.8176 -5.3826 3.1401  0.28
C: -4.7738 6.9790 3.3724  -0.76
N: -4.3375 6.9619 1.9516  0.85
O: -3.7119 7.9268 1.5454  -0.51
O: -4.6388 5.9784 1.2936  -0.46
H: -4.4384 7.9072 3.8312  0.31
H: -5.8611 6.9140 3.3828  0.31
H: -4.3214 6.1191 3.8655  0.28

The total charge is +1. As for the HOMO energy: -12.2 eV. For the frontier orbital gap, the calculation gives 7.3 eV. The LUMO energy is -4.8658 eV. As for the maximum force: 6.1 eV Å⁻¹. The calculation puts the molecular weight at 613.42 g mol⁻¹. As for the energy: -76666.9889 eV.



(3)
Here is a cluster of 3 separate species, C39H76BIN3O8 in total at a distorted geometry from OMol25. Energies are from ωB97M-V with the def2-TZVPD basis set.

Each line ends with the Mulliken charge.
Positions of all 128 atoms, in Å:
C: 5.9283 -4.3340 1.6335  -0.73
O: 5.5991 -3.0007 1.1025  -0.22
C: 4.1285 -2.7626 1.1236  -0.16
C: 3.6222 -2.6430 -0.4489  -0.64
C: 2.7352 -1.2937 -0.7314  -0.54
C: 1.4706 -1.0918 0.2940  -0.21
C: 0.2243 -0.3953 -0.5466  -0.17
C: -0.4537 0.8889 0.2217  -0.41
C: -1.8739 0.5440 0.9945  -0.04
C: -3.0924 0.2131 -0.1023  0.66
C: -4.5587 0.0046 0.6064  -0.32
C: -5.4563 -1.2251 -0.0863  -0.73
B: -4.8576 -2.6722 0.4114  1.50
O: -5.2358 -3.2302 1.7241  -0.67
C: -4.4226 -4.4915 1.7519  -0.18
C: -3.1749 -4.4465 2.8145  -0.66
C: -2.8019 -2.9574 3.3890  1.05
O: -1.4484 -3.0551 4.0132  -0.65
C: -3.8565 -2.3586 4.4990  -0.36
N: -3.2255 -1.0927 5.0966  -0.69
C: -4.1343 -4.9451 0.1817  0.65
C: -4.9262 -6.3767 0.0753  -0.86
C: -4.3121 -7.5838 0.9984  0.24
O: -5.2104 -8.4501 1.5428  -0.56
I: -2.2031 -7.9765 1.4210  0.04
C: -2.6211 -4.7928 -0.4307  -0.33
C: -2.4662 -5.9435 -1.7881  0.40
C: -3.0657 -5.3417 -3.2926  -0.89
O: -1.4719 -5.5318 -2.9093  -0.37
O: -4.9354 -3.8566 -0.4712  -0.65
H: 7.1080 -4.4795 1.6495  0.19
H: 5.4932 -5.2072 0.9679  0.27
H: 5.5522 -4.4586 2.7354  0.32
H: 3.6426 -3.7051 1.6295  0.35
H: 3.9228 -1.7629 1.7307  0.01
H: 3.0779 -3.6522 -0.7571  0.26
H: 4.5975 -2.5824 -1.1073  0.27
H: 3.3722 -0.2982 -0.7662  0.11
H: 2.2706 -1.4187 -1.8214  0.33
H: 1.6985 -0.4240 1.2334  0.26
H: 1.0777 -2.1327 0.7020  0.17
H: -0.5369 -1.2556 -0.7828  -0.11
H: 0.6012 0.0132 -1.6004  0.31
H: -0.7338 1.6723 -0.6314  -0.03
H: 0.2889 1.4383 0.9641  0.30
H: -1.6547 -0.3854 1.6996  -0.25
H: -2.1580 1.4649 1.6909  0.28
H: -2.7313 -0.7829 -0.6511  -0.27
H: -3.1060 1.0443 -0.9591  -0.27
H: -5.1479 1.0336 0.5550  0.33
H: -4.5014 -0.2809 1.7592  -0.04
H: -6.5525 -1.0655 0.3317  0.18
H: -5.4376 -1.1360 -1.2661  0.04
H: -3.7026 -2.4221 0.5824  -0.73
H: -5.1860 -5.2530 2.2570  0.47
H: -2.1807 -4.9237 2.3932  0.12
H: -3.4754 -5.1129 3.7579  0.17
H: -2.7082 -2.1265 2.5377  -0.81
H: -0.9630 -2.2416 3.6849  0.41
H: -4.8633 -1.9778 3.9828  0.20
H: -4.0834 -3.1843 5.3084  0.37
H: -3.1830 -0.3244 4.3759  0.24
H: -3.8571 -0.7597 5.8580  0.24
H: -5.0103 -6.8052 -1.0310  0.40
H: -6.0537 -6.2248 0.4366  0.30
H: -1.7595 -5.1668 0.2677  0.28
H: -2.3726 -3.7492 -0.8974  -0.06
H: -2.6513 -7.1587 -1.5286  0.19
H: -3.6376 -4.5245 -2.6323  0.25
H: -2.6165 -4.5256 -3.9693  0.38
C: -5.3199 5.6067 -4.1158  -1.74
C: -4.0970 5.4638 -3.1634  1.91
C: -2.8789 6.2517 -3.7209  -1.28
C: -2.1791 5.5676 -4.8924  -0.50
C: -1.8283 4.1236 -4.5421  -1.22
C: -3.0529 3.3108 -4.0598  1.83
N: -3.8065 4.0029 -2.9588  0.24
O: -3.0496 3.8755 -1.7791  -0.48
C: -3.9938 3.0360 -5.2619  -1.90
C: -2.5683 1.8838 -3.6448  -1.70
C: -4.5511 6.1873 -1.8524  -1.95
H: -5.9092 4.6822 -4.1694  0.33
H: -6.0216 6.3817 -3.7795  0.49
H: -5.0261 5.8845 -5.1312  0.33
H: -2.1382 6.4014 -2.9263  0.42
H: -3.1935 7.2565 -4.0357  0.32
H: -2.8046 5.6066 -5.7893  0.30
H: -1.2605 6.1170 -5.1379  0.38
H: -1.3748 3.6486 -5.4242  0.37
H: -1.0467 4.1320 -3.7715  0.35
H: -4.8943 2.5038 -4.9479  0.37
H: -3.4935 2.4117 -6.0156  0.42
H: -4.3009 3.9400 -5.7940  0.39
H: -1.7857 1.9089 -2.8750  0.11
H: -2.1339 1.3523 -4.5016  0.48
H: -3.4003 1.2764 -3.2715  0.54
H: -5.3981 5.6715 -1.3837  0.46
H: -4.8672 7.2169 -2.0631  0.49
H: -3.7466 6.2669 -1.1119  0.35
C: 6.2406 4.1423 1.5645  -1.73
C: 6.0856 2.8977 2.4864  1.89
C: 7.1823 2.8967 3.5874  -1.29
C: 8.5647 2.4848 3.0878  -0.49
C: 8.4929 1.1580 2.3357  -1.25
C: 7.4569 1.1772 1.1870  1.82
N: 6.1056 1.6568 1.6376  0.37
O: 5.5105 0.6187 2.3786  -0.50
C: 7.9845 2.0698 0.0333  -1.83
C: 7.4007 -0.2477 0.5466  -1.96
C: 4.7141 3.1263 3.2042  -1.99
H: 5.9987 3.9119 0.5189  0.33
H: 5.5627 4.9583 1.8485  0.47
H: 7.2494 4.5615 1.5978  0.32
H: 6.8975 2.2117 4.3948  0.42
H: 7.2552 3.8927 4.0460  0.32
H: 8.9922 3.2664 2.4526  0.30
H: 9.2448 2.3825 3.9439  0.38
H: 9.4937 0.9203 1.9470  0.39
H: 8.2538 0.3630 3.0537  0.35
H: 7.2554 2.1443 -0.7764  0.37
H: 8.9053 1.6505 -0.3960  0.43
H: 8.2482 3.0827 0.3481  0.36
H: 7.1624 -1.0319 1.2774  0.38
H: 8.3715 -0.5217 0.1134  0.40
H: 6.6597 -0.2902 -0.2593  0.42
H: 3.8819 3.1152 2.4898  0.49
H: 4.6973 4.0973 3.7156  0.47
H: 4.5108 2.3770 3.9782  0.34

The total charge is -1. As for the HOMO energy (alpha / beta): -4.7 / -4.7 eV. For the frontier orbital gap (alpha / beta), the calculation gives 6.7 / 5.8 eV. Its expectation value of S² is 2.0095. The LUMO energy (alpha / beta) is 1.9166 / 1.0635 eV. As for the multiplicity: 3. As for the maximum force: 8.9 eV Å⁻¹. The calculation puts the molecular weight at 852.77 g mol⁻¹. As for the energy: -71284.3712 eV.